The following is a quantum chemistry calculation of C4H9NO in the gas phase, from the OMol25 dataset.

The electronic energy is -7829.8655 eV. The strongest force on any atom comes out at 0.38 eV/A. As for the charge: 0. The HOMO-LUMO gap is 10.5580 eV. The HOMO energy is -9.382 eV.

Each line ends with the Mulliken charge.
Geometry (Å):
O  -1.869  0.710  -0.609  -0.53
C  -1.700  0.098  0.650  -0.44
C  -0.247  -0.360  0.906  -0.31
N  0.411  -0.631  -0.364  -0.44
C  0.959  0.550  -1.016  -0.44
C  1.853  -0.448  -0.388  -0.34
H  -1.502  0.085  -1.251  0.34
H  -2.388  -0.752  0.758  0.25
H  -1.982  0.848  1.394  0.30
H  0.307  0.398  1.488  0.28
H  -0.257  -1.283  1.498  0.36
H  0.844  0.587  -2.096  0.29
H  0.819  1.506  -0.512  0.22
H  2.338  -0.162  0.545  0.23
H  2.414  -1.147  -1.002  0.23